Entry 1:
A structure of composition C30H32NReSb2Se4 at a distorted geometry, computed with ωB97M-V with the def2-TZVPD basis set.

Structure (XYZ):
```
70
Properties=species:S:1:pos:R:3:forces:R:3
Re 1.0323 -0.9089 -1.1824 0.5407 0.1013 -1.3715
Se 2.4813 -1.2705 -5.2259 0.0535 -0.3638 0.5018
Sb 2.8021 -2.7648 -3.4731 0.2699 -0.4606 -0.1022
Se 0.2296 -2.8619 -2.0016 -0.1548 0.0757 0.0383
Se 3.2711 -0.9680 -0.9527 -0.1399 0.2659 0.0214
Se 3.7750 -4.6881 -2.5854 -0.1991 0.5296 -0.3599
C 0.2383 -5.6330 3.2003 -0.0233 -0.0083 -0.0177
C -0.4406 -5.3693 2.0138 0.0160 0.0285 -0.0153
C -0.3822 -4.1015 1.4497 0.0244 -0.2289 0.1757
C 0.3531 -3.1114 2.0884 0.0398 0.1266 -0.0442
C 1.0362 -3.3596 3.2748 -0.0356 -0.2387 -0.0199
C 0.9744 -4.6362 3.8267 0.0261 0.0719 0.0063
Sb 0.3608 -1.1474 1.3686 -0.5163 0.3722 0.6470
C -1.5749 -0.3446 1.4523 0.0350 -0.0146 0.1532
C -2.6915 -1.1292 1.7175 -0.0549 0.0816 0.0016
C -3.9470 -0.5277 1.7552 0.0528 -0.0299 -0.0123
C -4.0714 0.8373 1.5310 0.0093 0.0465 0.0258
C -2.9469 1.6159 1.2678 0.0656 -0.0188 0.0577
C -1.6899 1.0257 1.2240 -0.3048 -0.0359 0.0886
C 1.4470 -0.0159 2.7557 -0.0046 0.0517 0.0582
C 0.7799 0.2709 3.9520 0.1711 0.0846 -0.0604
C 1.4633 0.9554 4.9519 -0.0385 -0.0575 -0.1129
C 2.7831 1.3473 4.7518 -0.0246 -0.0019 0.0204
C 3.4323 1.0620 3.5571 0.0042 -0.0016 -0.0231
C 2.7647 0.3753 2.5502 -0.1351 0.0339 0.2322
H 0.1901 -6.6238 3.6397 0.0124 0.1015 -0.0564
H -1.0145 -6.1498 1.5277 0.0354 0.0534 0.0497
H -0.9171 -3.9036 0.5304 -0.0523 0.0218 -0.0819
H 1.6103 -2.5843 3.7661 -0.0035 0.0068 0.0157
H 1.5044 -4.8470 4.7486 -0.0478 0.0143 -0.0764
H -2.5946 -2.1924 1.9067 -0.0108 0.0194 0.0030
H -4.8252 -1.1263 1.9678 0.0665 0.0398 -0.0144
H -5.0517 1.3015 1.5676 0.1090 -0.0487 -0.0016
H -3.0489 2.6835 1.1058 0.0052 -0.0895 0.0118
H -0.8162 1.6342 1.0290 0.0894 0.0722 -0.0302
H -0.2551 -0.0251 4.1077 0.1248 0.0331 -0.0217
H 0.9619 1.1826 5.8850 0.0332 -0.0124 -0.0559
H 3.3096 1.8820 5.5345 -0.0504 -0.0451 -0.0661
H 4.4591 1.3742 3.4072 -0.0652 -0.0202 0.0162
H 3.2755 0.1591 1.6222 0.0494 -0.0082 -0.0664
C -2.8476 -0.2799 -1.7492 -0.1252 0.0876 -0.2438
C -2.3937 0.2912 -3.1020 0.2349 -0.1327 0.1069
C -1.7329 -0.7444 -4.0294 -0.1805 0.1761 -0.0080
C -1.5589 1.5586 -2.9808 0.2013 -0.1576 0.0828
C -2.1251 2.7229 -3.4555 -0.0246 0.2247 -0.0280
C -1.4394 3.9318 -3.4203 0.0129 0.0117 0.0251
C -0.1439 4.0060 -2.9167 -0.1592 0.1086 -0.0981
C 0.5016 2.8931 -2.4215 0.0596 -0.2014 0.0821
C 1.9293 3.0843 -1.9220 -0.1265 -0.3145 0.1246
C 2.0625 2.9095 -0.3957 0.0377 0.1679 -0.1798
C 2.9402 2.2669 -2.7398 -0.0389 0.1336 0.0358
C -0.2241 1.6462 -2.4364 -0.0956 0.1122 -0.0297
N 0.3243 0.5533 -1.8601 0.0470 -0.4766 0.9121
H -3.4684 -1.1641 -1.9130 0.0174 0.0664 -0.0251
H -3.4394 0.4539 -1.1947 0.0736 -0.1057 -0.1276
H -2.0241 -0.5688 -1.1084 0.2145 -0.0831 0.0414
H -3.3082 0.6085 -3.6016 -0.0288 0.0209 -0.0710
H -0.7523 -1.0459 -3.6765 0.0061 0.0469 -0.0550
H -1.6078 -0.3363 -5.0341 -0.0373 0.0033 0.0270
H -2.3596 -1.6376 -4.1032 0.0431 0.0858 0.0165
H -3.1297 2.6869 -3.8623 0.0898 0.0433 0.0122
H -1.9200 4.8300 -3.7954 0.0567 -0.0876 0.0240
H 0.3761 4.9574 -2.9136 -0.0660 -0.0550 -0.0186
H 2.1578 4.1301 -2.1188 0.0084 0.0819 -0.0365
H 1.6945 1.9500 -0.0442 -0.0503 -0.2277 0.0229
H 1.5029 3.6877 0.1316 0.0525 -0.0785 -0.0715
H 3.1122 2.9905 -0.0982 -0.1047 0.0226 -0.0508
H 2.7803 1.1974 -2.6434 -0.0112 -0.0452 -0.0130
H 3.9578 2.4896 -2.4078 -0.0900 -0.0069 -0.0252
H 2.8680 2.5146 -3.8009 0.0111 0.0311 0.0539
```
Positions in Å, forces in eV/Å.

As for the LUMO energy: -8.60 eV. The value obtained for the orbital gap is 5.5 eV. For the electronic energy, the calculation gives -11381.04925 a.u. The net charge is +2. The value obtained for the molar mass is 1152.160 g/mol.

Entry 2:
A structure of composition C30H33AsBrN6OS4Sm at a distorted geometry, computed with ωB97M-V with the def2-TZVPD basis set.

Structure (XYZ):
```
77
Properties=species:S:1:pos:R:3:forces:R:3
Sm -0.4513 0.0253 0.0736 -1.6585 -0.3424 -0.4212
S -2.9341 1.4000 -3.6325 0.0681 -0.1439 -0.0409
As -1.6373 0.0465 -2.5885 -0.1093 0.2427 -0.4138
S -3.1884 -0.0359 0.4587 0.1632 -0.0727 -0.3820
S -2.8868 -1.3684 -1.1696 0.2545 0.3415 0.4339
S -0.6304 -1.4543 -3.7881 -0.1182 0.0935 0.0485
C -0.9989 4.6810 -0.8803 -0.1040 0.0255 -0.0942
C 0.0005 5.3616 -0.1874 0.0508 -0.0107 0.0408
C 0.8919 4.6502 0.5930 -0.1549 -0.0531 -0.1173
C 0.7719 3.2503 0.6693 0.2743 -0.0370 0.1636
C -0.2221 2.5344 -0.0107 -0.1595 0.1764 -0.0148
C -1.1109 3.3030 -0.7900 0.1554 -0.0861 0.1239
C 1.7317 2.4634 1.4819 0.2656 0.2752 0.1975
C 2.7797 3.1186 2.2348 -0.3271 -0.2088 -0.2416
C 3.6503 2.3933 2.9670 0.1310 -0.0988 0.1053
C 3.5465 0.9743 2.9999 0.2428 0.1122 0.1622
C 4.4299 0.1477 3.7384 -0.0616 0.2377 -0.0739
C 4.2846 -1.2090 3.7342 -0.2435 -0.2372 -0.1659
C 3.2383 -1.7983 2.9786 0.2019 0.1287 0.1774
C 2.3813 -1.0165 2.2550 -0.0756 0.1722 -0.0274
C 2.5118 0.3972 2.2541 -0.3777 0.1022 -0.3174
N 1.6218 1.1485 1.5106 0.2906 -0.3858 0.1177
H -1.6969 5.2285 -1.5051 0.0092 0.0387 0.0068
H 0.0850 6.4402 -0.2588 -0.0051 0.0108 -0.0062
H 1.6603 5.2004 1.1190 0.0445 0.0206 0.0304
H -1.8953 2.8041 -1.3539 -0.0083 0.0437 -0.0086
H 2.8584 4.1932 2.2030 0.0148 -0.0072 0.0279
H 4.4354 2.8828 3.5350 0.0053 -0.0312 0.0031
H 5.2203 0.6179 4.3122 0.0252 0.0177 0.0134
H 4.9544 -1.8368 4.3065 0.0265 -0.0112 0.0208
H 3.0979 -2.8722 2.9800 0.0109 -0.0228 0.0053
H 1.5929 -1.4620 1.6639 0.0077 -0.0248 0.0198
C 0.0348 -6.7145 5.3196 0.0199 -0.0437 0.0136
C -0.2003 -5.2274 5.5795 -0.0088 0.0127 -0.0261
C -1.5173 -5.0853 6.3525 -0.0288 -0.0148 0.0095
C 0.9468 -4.7038 6.4543 0.0152 0.0028 -0.0027
C -0.2619 -4.4180 4.2860 -0.0034 0.0918 0.0778
C -0.5356 -3.0512 4.3454 0.0091 -0.0840 -0.0330
C -0.5675 -2.3103 3.1894 0.0893 -0.2546 -0.0085
Br -0.9030 -0.4519 3.2892 0.0172 0.1938 0.2825
C -0.3176 -2.8441 1.8997 -0.0347 0.1097 -0.2241
O -0.3024 -2.0561 0.8703 0.4011 -0.3202 0.4926
C -0.0474 -4.2314 1.8366 -0.0388 -0.0588 0.0949
C -0.0325 -4.9592 3.0294 -0.0193 0.0133 -0.1093
C 0.2017 -5.0162 0.5355 -0.0316 0.0269 0.1015
C 1.5410 -5.7604 0.6533 0.0585 -0.0191 -0.0746
C -0.9287 -6.0444 0.3749 -0.0065 -0.0141 -0.0484
C 0.2545 -4.1976 -0.7592 0.0496 0.0720 0.0199
H 0.0385 -7.2557 6.2690 0.0049 -0.0091 0.0172
H 0.9922 -6.8947 4.8283 0.0399 0.0261 -0.0086
H -0.7480 -7.1407 4.6912 -0.0518 0.0024 -0.0069
H -1.4733 -5.6500 7.2874 -0.0027 -0.0322 0.0437
H -2.3535 -5.4594 5.7610 -0.0162 -0.0212 -0.0337
H -1.7297 -4.0458 6.5991 0.0128 0.0437 -0.0012
H 1.0059 -5.2601 7.3940 -0.0008 -0.0309 0.0314
H 0.8075 -3.6496 6.6924 -0.0097 0.0425 0.0105
H 1.9003 -4.8004 5.9325 0.0222 -0.0161 -0.0192
H -0.7174 -2.5573 5.2907 -0.0127 0.0350 0.0294
H 0.1658 -6.0193 2.9494 0.0053 -0.0127 0.0449
H 1.5667 -6.4665 1.4848 -0.0171 -0.0194 0.0203
H 2.3609 -5.0513 0.7870 0.0113 0.0363 0.0018
H 1.7287 -6.3164 -0.2687 0.0132 -0.0300 -0.0054
H -0.9933 -6.7251 1.2259 0.0057 -0.0196 0.0291
H -0.7596 -6.6369 -0.5274 -0.0073 -0.0320 -0.0252
H -1.8867 -5.5354 0.2690 -0.0281 0.0315 0.0001
H 1.0648 -3.4692 -0.7575 0.0223 -0.0045 0.0242
H -0.6597 -3.6477 -0.9695 -0.0549 -0.0160 0.0288
H 0.4324 -4.8954 -1.5827 -0.0119 0.0304 -0.0428
N 4.4825 -0.9210 -0.2807 -0.1716 0.2354 0.1779
N 3.4130 -0.2830 -0.9151 0.2990 -0.0643 -0.1117
N 3.5752 0.7801 -1.6698 -0.0365 0.0062 -0.1116
C 2.3265 0.9949 -2.0767 -0.1528 -0.1416 0.1656
N 1.4792 0.0899 -1.5735 0.6354 0.0535 0.0771
N 2.2051 -0.7270 -0.8387 -0.0160 -0.0167 -0.0455
H 5.1549 -0.1708 -0.1377 0.0363 -0.1452 0.0553
H 4.1178 -1.2006 0.6388 0.1643 0.0256 -0.2439
H 2.0175 1.7995 -2.7165 -0.0093 0.0636 -0.0407
```
Positions in Å, forces in eV/Å.

As for the LUMO energy (spin up / spin down): 3.58 / 3.58 eV. The value obtained for the orbital gap (spin up / spin down) is 4.0 / 4.0 eV. For the electronic energy, the calculation gives -8627.38883 a.u. The net charge is -2. Its relative energy (zero: lowest compared OMol25 entry of this formula, charge and spin) is 25.4 kcal per mole. The value obtained for the molar mass is 927.089 g/mol. The spin multiplicity is 6.

Entry 3:
A structure of composition C30H33BN8PtS4, computed with ωB97M-V with the def2-TZVPD basis set.

Structure (XYZ):
```
77
Properties=species:S:1:pos:R:3:forces:R:3
Pt -0.0203 0.1787 -0.7751 -0.1368 0.5560 0.7516
S -3.7576 -5.5594 0.9550 -0.0313 -0.0328 0.0690
C -2.8183 -6.9746 0.8416 0.0085 0.0054 -0.0152
C -1.5721 -6.7201 0.3534 0.0128 -0.0067 -0.0018
C -1.3768 -5.3464 0.0703 -0.0694 -0.0118 -0.0350
C -2.4823 -4.5830 0.3489 0.1005 0.0450 -0.0235
C -2.6441 -3.1386 0.1669 0.0753 -0.0352 0.0119
C -1.5129 -2.3386 -0.0890 -0.0471 0.0050 0.1406
N -1.5794 -1.0352 -0.2789 -0.3856 -0.1172 0.0788
C -2.7951 -0.4199 -0.2551 0.0889 0.0633 -0.1483
C -3.9657 -1.1191 0.0324 -0.0164 -0.0313 0.0300
C -5.2074 -0.3937 0.0710 -0.0101 -0.0110 0.0136
C -5.2479 0.9335 -0.1694 -0.0114 0.0237 0.0110
C -4.0541 1.6679 -0.4937 0.0310 0.0247 0.0100
C -4.0286 3.0464 -0.7527 0.0059 -0.0248 0.0174
C -2.8371 3.6831 -1.0484 0.0273 0.0498 0.0348
C -1.6778 2.8824 -1.1271 0.0711 -0.0394 0.0158
N -1.6848 1.5853 -0.9040 -0.1245 -0.2065 -0.6361
C -2.8447 0.9748 -0.5634 0.0197 -0.0819 0.1202
C -2.7499 5.1249 -1.2770 -0.0561 -0.0334 0.0172
C -3.6862 6.0764 -0.9696 0.0314 0.0278 -0.0170
C -3.2786 7.3844 -1.3265 -0.0075 0.0010 0.0027
C -2.0425 7.4048 -1.8975 -0.0173 -0.0011 0.0016
S -1.3658 5.8445 -2.0093 0.0110 0.0295 -0.0129
C -3.8655 -2.5005 0.2512 -0.0510 0.0493 -0.0579
H -3.2364 -7.9244 1.1336 -0.0019 0.0049 0.0046
H -0.8323 -7.4893 0.1889 -0.0053 0.0010 -0.0025
H -0.4685 -4.9543 -0.3660 0.0160 0.0067 0.0090
H -0.5218 -2.7703 -0.1198 -0.0113 -0.0153 0.0342
H -6.1149 -0.9367 0.3006 0.0066 -0.0074 0.0007
H -6.1878 1.4685 -0.1273 0.0037 0.0035 -0.0071
H -4.9535 3.6076 -0.7162 -0.0028 -0.0033 -0.0203
H -0.7146 3.3169 -1.3710 -0.0303 0.0266 -0.0431
H -4.6324 5.8638 -0.4928 0.0066 -0.0192 0.0059
H -3.8757 8.2692 -1.1665 0.0030 -0.0012 -0.0013
H -1.4975 8.2581 -2.2678 0.0083 -0.0094 0.0003
H -4.7677 -3.0620 0.4626 0.0058 -0.0144 -0.0044
C 3.1961 -0.3407 -3.7358 -0.0085 -0.0005 0.0377
N 3.6729 -0.0317 -2.3903 0.0487 0.0028 -0.0232
C 4.8887 -0.4219 -1.8805 -0.0041 0.0132 0.0365
C 4.9845 0.1327 -0.6446 -0.0034 -0.0167 -0.0180
N 3.8437 0.8655 -0.4072 0.0300 0.0637 -0.0701
B 3.8240 1.8415 0.8502 -0.0388 -0.0490 -0.1711
N 2.3910 2.3086 1.2486 0.0240 -0.0511 0.2528
C 2.1340 3.6235 1.5530 -0.0174 0.0415 -0.1193
C 0.8806 3.7085 2.0595 -0.0203 -0.0137 -0.0493
N 0.3705 2.4320 2.0570 0.0117 0.0001 0.0183
C -0.9404 2.0537 2.5685 0.0468 0.0240 -0.0493
C 1.3079 1.5981 1.5650 -0.0305 0.0195 0.0687
S 1.0399 -0.1056 1.3489 0.2518 -0.4579 -0.3561
C 3.0587 0.7623 -1.4828 -0.1138 0.0362 0.0262
S 1.5164 1.5262 -1.7716 0.2698 0.1664 -0.0560
H 3.6069 -1.3011 -4.0355 -0.0004 0.0044 -0.0127
H 3.5205 0.4300 -4.4319 -0.0101 -0.0034 -0.0098
H 2.1115 -0.3841 -3.7288 0.0025 -0.0048 -0.0064
H 5.5860 -1.0109 -2.4513 -0.0065 -0.0082 0.0092
H 5.7850 0.1058 0.0752 0.0153 0.0126 -0.0220
H 4.3385 1.2308 1.7497 -0.0419 -0.0511 0.0378
H 4.4286 2.8269 0.5333 0.0469 -0.0012 0.0508
H 2.8691 4.3870 1.3737 -0.0018 0.0025 0.0365
H 0.3119 4.5483 2.4178 0.0193 0.0034 0.0071
H -1.5957 2.9187 2.5002 -0.0110 -0.0129 0.0090
H -0.8617 1.7332 3.6056 -0.0197 0.0019 0.0037
H -1.3393 1.2395 1.9695 -0.0108 -0.0057 -0.0036
N 2.3417 -4.8360 0.8096 -0.0341 0.0357 0.0597
C 3.6081 -4.5208 1.4778 -0.0140 -0.0011 0.0607
C 3.6768 -3.0176 1.7478 0.0575 0.0046 -0.0364
N 3.2086 -2.2877 0.5279 0.0528 0.0128 -0.0244
H 2.4137 -5.7062 0.2969 0.0168 0.0375 -0.0343
H 2.5686 -2.9362 0.0379 0.0033 -0.0204 0.0787
H 1.5977 -4.9653 1.4885 0.0169 0.0114 -0.0213
H 4.4334 -4.8168 0.8296 -0.0336 0.0068 -0.0519
H 3.7410 -5.0457 2.4255 0.0576 0.0178 -0.0002
H 4.6874 -2.6901 1.9789 -0.0034 -0.0233 0.0684
H 3.0261 -2.7233 2.5701 -0.0628 -0.0136 -0.0504
H 3.9745 -2.0171 -0.0947 0.0016 -0.0295 -0.0061
H 2.6911 -1.4191 0.7765 -0.0036 0.0258 -0.0244
```
Positions in Å, forces in eV/Å.

As for the LUMO energy: -5.92 eV. The value obtained for the orbital gap is 6.7 eV. For the electronic energy, the calculation gives -3337.63594 a.u. The net charge is +2. Its relative energy (zero: lowest compared OMol25 entry of this formula, charge and spin) is 32.8 kcal per mole. The value obtained for the molar mass is 839.808 g/mol.